# 1
ORCA calculation (the ωB97M-V functional and the def2-TZVPD basis) on a 4-piece molecular cluster, C3H14O3S overall in a non-equilibrium geometry.

Each line ends with the Mulliken spin population.
Geometry (Å):
C1 0.97 -2.57 1.61  0.005
C2 1.49 -1.87 0.34  0.015
C3 1.07 -0.44 0.12  -0.077
S1 1.95 0.40 -1.30  0.988
H1 1.16 -3.66 1.69  0.000
H2 1.36 -2.00 2.47  0.000
H3 -0.10 -2.34 1.68  0.001
H4 1.36 -2.36 -0.62  -0.006
H5 2.59 -1.86 0.51  -0.005
H6 0.04 -0.44 -0.30  0.039
H7 1.01 0.22 0.96  0.052
H8 3.20 -0.17 -1.35  -0.014
H9 -1.20 1.90 -0.32  0.000
H10 -1.35 2.91 -1.54  0.000
O1 -1.66 2.10 -1.14  0.000
H11 -3.62 -0.50 -0.77  0.000
H12 -3.06 0.92 -0.77  0.000
O2 -3.25 0.17 -0.19  0.000
H13 -2.14 0.80 1.33  0.000
H14 -1.07 0.60 2.35  0.000
O3 -1.37 1.25 1.70  0.001

Values from the calculation:
HOMO-LUMO gap (alpha / beta) in Ha: 0.390 / 0.195
HOMO (alpha / beta) in eV: -14.383 / -14.382
Total energy in eV: -20306.7036
Spin multiplicity: 2
Charge: +1
Lowest unoccupied orbital energy (alpha / beta) in eV: -3.777 / -9.074
Energy above the lowest of the compared OMol25 structures with the same formula, charge and spin in kcal/mol: 18.11

---

# 2
ORCA calculation (the ωB97M-V functional and the def2-TZVPD basis) on an isolated molecule of C4H7NO.

Each line ends with the Löwdin charge.
Geometry (Å):
O1 -0.62 1.03 2.31  -0.086
N1 -0.84 -0.23 1.70  0.046
C1 -0.40 -0.16 0.52  -0.327
C2 0.41 0.87 -0.23  -0.111
C3 0.55 -0.16 -1.38  -0.157
C4 -0.40 -1.14 -0.62  -0.103
H1 -0.12 0.83 3.10  0.082
H2 -0.15 1.79 -0.47  0.116
H3 1.33 1.16 0.29  0.114
H4 0.19 0.18 -2.35  0.100
H5 1.57 -0.54 -1.49  0.101
H6 -1.38 -1.27 -1.09  0.113
H7 0.01 -2.13 -0.39  0.110

Values from the calculation:
HOMO-LUMO gap in Ha: 0.393
HOMO in eV: -9.618
Total energy in eV: -7796.5327
Charge: 0
Lowest unoccupied orbital energy in eV: 1.062
Energy above the lowest of the compared OMol25 structures with the same formula, charge and spin in kcal/mol: 71.76

---

# 3
ORCA calculation (the ωB97M-V functional and the def2-TZVPD basis) on a 2-piece molecular cluster, C4H9FN3 overall in a non-equilibrium geometry.

Each line ends with the Löwdin charge.
Geometry (Å):
C1 2.88 0.27 -0.06  -0.078
C2 -1.73 1.20 -0.23  -0.090
C3 3.90 -0.14 0.63  0.121
C4 -2.80 -0.92 0.17  0.026
N1 -0.39 -0.66 -0.24  0.017
N2 -1.60 -0.10 -0.14  -0.226
N3 1.83 0.63 -0.64  0.183
F1 -0.64 1.95 -0.52  0.063
H1 -2.71 1.82 0.03  0.199
H2 4.54 -0.93 0.30  0.090
H3 0.86 0.03 -0.40  0.062
H4 3.99 0.38 1.54  0.082
H5 -3.26 -1.34 -0.68  0.090
H6 -2.68 -1.61 0.96  0.086
H7 -3.65 -0.26 0.55  0.120
H8 -0.37 -1.68 0.05  0.112
H9 1.83 1.39 -1.31  0.143

Values from the calculation:
HOMO-LUMO gap in Ha: 0.348
HOMO in eV: -12.509
Total energy in eV: -11471.1583
Charge: +1
Lowest unoccupied orbital energy in eV: -3.040
Energy above the lowest of the compared OMol25 structures with the same formula, charge and spin in kcal/mol: 86.42

---

# 4
ORCA calculation (the ωB97M-V functional and the def2-TZVPD basis) on C21H23ClInN2PS as an isolated structure in a non-equilibrium geometry.

Each line ends with the Löwdin charge.
Geometry (Å):
In1 0.29 -1.20 1.22  0.253
Cl1 0.79 0.46 2.85  0.089
P1 0.06 0.34 -0.81  1.006
C1 -1.32 -0.41 -1.73  -0.406
C2 -1.14 -1.16 -2.90  -0.071
C3 -2.24 -1.79 -3.49  -0.044
C4 -3.51 -1.69 -2.91  -0.037
C5 -3.69 -0.93 -1.75  -0.053
C6 -2.61 -0.28 -1.16  -0.108
C7 -0.22 2.15 -0.94  -0.331
C8 0.60 2.99 -0.16  -0.084
C9 0.52 4.38 -0.30  -0.048
C10 -0.41 4.94 -1.20  -0.039
C11 -1.23 4.11 -1.96  -0.049
C12 -1.14 2.72 -1.84  -0.068
C13 1.61 0.07 -1.75  -0.359
C14 2.74 -0.45 -1.09  -0.126
C15 3.93 -0.65 -1.80  -0.051
C16 4.03 -0.24 -3.13  -0.031
C17 2.93 0.36 -3.76  -0.032
C18 1.73 0.52 -3.07  -0.074
H1 1.31 2.55 0.55  0.092
H2 1.18 5.03 0.27  0.121
H3 -0.46 6.02 -1.32  0.124
H4 -1.93 4.53 -2.68  0.121
H5 -1.77 2.07 -2.44  0.110
H6 -0.15 -1.22 -3.35  0.102
H7 -2.10 -2.35 -4.41  0.122
H8 -4.36 -2.18 -3.38  0.124
H9 -4.69 -0.84 -1.31  0.123
H10 -2.75 0.32 -0.25  0.120
H11 2.71 -0.68 -0.02  0.065
H12 4.78 -1.10 -1.30  0.121
H13 4.97 -0.36 -3.67  0.126
H14 3.01 0.72 -4.79  0.126
H15 0.88 1.02 -3.55  0.125
H16 0.51 -2.49 -0.08  0.140
H17 1.32 -2.39 0.34  0.118
S1 -1.04 -2.91 2.48  0.696
C19 -0.62 -2.50 4.11  -0.745
N1 0.61 -2.40 4.65  0.041
C20 0.58 -1.66 5.91  -0.112
C21 -0.91 -1.47 6.17  -0.102
N2 -1.52 -2.15 5.04  0.062
H18 1.46 -2.52 4.11  0.149
H19 1.11 -0.70 5.79  0.119
H20 1.06 -2.23 6.71  0.137
H21 -1.19 -0.41 6.18  0.137
H22 -1.21 -1.92 7.11  0.135
H23 -2.50 -2.05 4.79  0.164

Values from the calculation:
HOMO-LUMO gap in Ha: 0.248
HOMO in eV: -14.579
Total energy in eV: -62935.4352
Charge: +2
Lowest unoccupied orbital energy in eV: -7.842
Energy above the lowest of the compared OMol25 structures with the same formula, charge and spin in kcal/mol: 37.78

---

# 5
ORCA calculation (the ωB97M-V functional and the def2-TZVPD basis) on C34H27Cl5CoN2O5PS as an isolated structure in a non-equilibrium geometry.

Each line ends with the Mulliken spin population.
Geometry (Å):
Co1 0.67 -0.43 -0.86  2.963
Cl1 0.09 -0.49 -3.52  0.044
C1 -0.07 -2.16 -3.89  -0.016
C2 -1.04 -2.55 -4.81  0.000
C3 -1.08 -3.92 -5.05  0.036
C4 -0.37 -4.83 -4.38  -0.004
C5 0.55 -4.46 -3.42  0.023
C6 0.64 -3.11 -3.10  0.094
P1 1.66 -2.64 -1.67  0.175
C7 1.51 -4.07 -0.54  0.108
C8 0.22 -4.53 -0.38  0.079
C9 0.04 -5.63 0.50  -0.040
C10 1.08 -6.18 1.20  0.105
C11 2.39 -5.69 0.95  0.019
C12 2.61 -4.63 0.07  0.008
C13 3.33 -2.24 -2.39  0.116
C14 3.63 -2.82 -3.63  0.023
C15 4.88 -2.64 -4.27  0.001
C16 5.82 -1.86 -3.57  0.050
C17 5.56 -1.29 -2.34  -0.007
C18 4.27 -1.42 -1.76  0.022
H1 -1.70 -1.83 -5.27  0.000
H2 -1.99 -4.24 -5.56  0.000
H3 -0.57 -5.85 -4.55  0.001
H4 1.12 -5.22 -2.88  0.004
H5 -0.71 -4.15 -0.79  -0.004
H6 -0.90 -6.08 0.54  0.000
H7 0.96 -7.14 1.79  -0.001
H8 3.20 -6.08 1.53  0.002
H9 3.54 -4.16 -0.11  0.000
H10 2.91 -3.46 -4.13  0.002
H11 5.02 -3.01 -5.29  0.002
H12 6.84 -1.67 -4.04  0.000
H13 6.30 -0.73 -1.76  0.000
H14 4.11 -0.97 -0.79  0.004
Cl2 -0.31 0.88 6.41  0.000
C19 -1.03 1.46 4.94  0.000
C20 -0.28 1.62 3.85  0.000
C21 -0.79 2.41 2.80  -0.001
C22 -2.10 2.87 2.85  0.001
C23 -2.64 3.44 1.62  0.001
C24 -3.42 2.48 0.66  -0.001
N1 -2.87 1.19 0.34  0.007
C25 -2.91 0.03 1.11  0.000
C26 -1.92 -0.75 0.71  0.005
N2 -1.21 -0.15 -0.28  0.008
C27 -1.79 1.02 -0.48  0.029
O1 -1.77 4.11 0.75  0.000
C28 -0.90 5.17 1.20  0.000
C29 -1.63 6.14 2.19  0.001
C30 -2.51 7.04 1.54  0.001
Cl3 -2.82 7.39 -0.17  0.000
S1 -3.60 7.79 2.58  0.000
C31 -2.99 6.92 4.02  0.001
C32 -1.96 6.07 3.58  0.000
C33 -2.87 2.64 3.98  0.002
Cl4 -4.49 3.30 4.00  0.000
C34 -2.33 2.00 5.04  0.000
H15 0.76 1.36 3.71  0.000
H16 -0.20 2.69 1.89  -0.001
H17 -3.41 4.12 1.91  0.000
H18 -3.47 2.92 -0.34  0.001
H19 -4.34 2.21 1.11  0.000
H20 -3.61 -0.09 1.98  0.001
H21 -1.64 -1.68 1.08  0.002
H22 -1.39 1.72 -1.07  0.005
H23 -0.39 5.52 0.31  0.000
H24 -0.17 4.71 1.84  0.000
H25 -3.28 7.05 5.06  0.000
H26 -1.27 5.45 4.26  0.000
H27 -2.88 2.04 5.99  0.000
O2 2.12 0.75 0.40  0.054
Cl5 2.01 1.85 -0.56  0.006
O3 3.27 2.04 -1.12  0.008
O4 1.42 3.10 0.04  0.005
O5 1.06 1.35 -1.57  0.057

Values from the calculation:
HOMO-LUMO gap (alpha / beta) in Ha: 0.225 / 0.049
HOMO (alpha / beta) in eV: -12.001 / -11.988
Total energy in eV: -169250.7687
Spin multiplicity: 5
Charge: +2
Lowest unoccupied orbital energy (alpha / beta) in eV: -5.887 / -10.660
Energy above the lowest of the compared OMol25 structures with the same formula, charge and spin in kcal/mol: 87.17

---

# 6
ORCA calculation (the ωB97M-V functional and the def2-TZVPD basis) on C4H7N3 as an isolated structure.

Each line ends with the Löwdin charge.
Geometry (Å):
C1 0.77 -0.62 -0.95  -0.095
C2 0.74 0.89 -0.77  -0.224
N1 0.33 1.12 0.61  0.029
C3 -0.61 0.26 1.10  -0.437
N2 -1.32 0.46 2.13  0.138
C4 -0.71 -0.98 0.25  -0.304
N3 -1.39 -1.97 0.08  0.140
H1 -0.38 -1.55 -0.81  0.121
H2 1.63 -1.09 -0.47  0.100
H3 0.74 -0.90 -2.02  0.105
H4 0.05 1.35 -1.49  0.119
H5 1.74 1.33 -0.92  0.116
H6 0.32 2.06 0.98  0.142
H7 -1.92 -0.36 2.30  0.050

Values from the calculation:
HOMO-LUMO gap in Ha: 0.340
HOMO in eV: -8.525
Total energy in eV: -8727.2798
Charge: 0
Lowest unoccupied orbital energy in eV: 0.734
Energy above the lowest of the compared OMol25 structures with the same formula, charge and spin in kcal/mol: 101.46

---

# 7
ORCA calculation (the ωB97M-V functional and the def2-TZVPD basis) on a 3-piece molecular cluster, C4H10O4 overall in a non-equilibrium geometry.

Each line ends with the Löwdin charge.
Geometry (Å):
C1 -1.46 1.66 -0.16  -0.164
C2 -0.35 0.60 0.11  -0.171
C3 0.79 0.59 -0.91  -0.260
O1 1.21 -0.49 -1.21  0.048
C4 -2.71 1.20 0.56  -0.284
O2 -3.79 1.68 0.38  0.066
H1 -1.54 1.84 -1.23  0.115
H2 -1.31 2.71 0.15  0.132
H3 -0.75 -0.40 0.24  0.108
H4 0.12 0.94 1.08  0.138
H5 1.27 1.60 -1.03  0.135
H6 -2.42 0.55 1.45  0.136
H7 1.17 -0.80 4.51  0.039
H8 -0.24 -0.75 5.38  0.023
O3 0.52 -0.31 5.03  -0.062
H9 4.18 -4.36 -3.64  0.032
H10 3.63 -3.00 -4.03  0.025
O4 4.33 -3.61 -4.22  -0.057

Values from the calculation:
HOMO-LUMO gap in Ha: 0.388
HOMO in eV: -10.108
Total energy in eV: -12498.4209
Charge: 0
Lowest unoccupied orbital energy in eV: 0.447
Energy above the lowest of the compared OMol25 structures with the same formula, charge and spin in kcal/mol: 50.39

---

# 8
ORCA calculation (the ωB97M-V functional and the def2-TZVPD basis) on C31H49N2O2P2Sr as an isolated structure in a non-equilibrium geometry.

Each line ends with the Löwdin charge.
Geometry (Å):
C1 -1.69 -1.26 -1.41  -0.340
C2 0.61 -1.60 -1.23  -0.275
C3 -1.78 -2.24 -2.39  -0.027
C4 0.55 -2.74 -2.05  -0.026
C5 -0.67 -3.04 -2.66  -0.050
H1 -2.70 -2.36 -2.96  0.119
H2 1.47 -3.29 -2.25  0.122
H3 -0.72 -3.85 -3.39  0.111
N1 -0.53 -1.02 -0.77  -0.025
P1 -3.04 -0.03 0.75  1.052
P2 3.09 -0.28 0.16  1.070
C6 -2.81 -0.28 -1.07  -0.260
H4 -2.53 0.71 -1.46  0.086
H5 -3.75 -0.54 -1.57  0.079
C7 1.88 -0.79 -1.19  -0.257
H6 2.50 -1.06 -2.06  0.096
C8 4.56 0.48 -0.70  -0.588
C9 3.47 -1.16 1.75  -0.624
C10 -3.97 1.63 0.82  -0.705
C11 -4.11 -1.56 1.13  -0.693
C12 4.71 1.92 -0.17  -0.072
H7 4.88 1.95 0.91  0.071
H8 5.58 2.39 -0.66  0.095
H9 3.83 2.52 -0.40  0.075
C13 5.85 -0.34 -0.48  -0.095
H10 6.19 -0.37 0.56  0.059
H11 5.72 -1.37 -0.85  0.083
H12 6.65 0.12 -1.07  0.098
C14 4.40 0.54 -2.24  -0.069
H13 5.28 1.08 -2.64  0.097
H14 4.40 -0.46 -2.69  0.087
H15 3.52 1.10 -2.57  0.081
C15 4.41 -0.28 2.61  -0.071
H16 3.95 0.69 2.86  0.092
H17 4.61 -0.81 3.56  0.099
H18 5.38 -0.10 2.13  0.063
C16 2.23 -1.51 2.62  -0.141
H19 1.79 -0.62 3.13  0.051
H20 1.47 -2.10 2.06  0.070
H21 2.57 -2.15 3.44  0.103
C17 4.16 -2.49 1.37  -0.073
H22 5.11 -2.33 0.85  0.062
H23 4.38 -3.06 2.29  0.097
H24 3.50 -3.10 0.74  0.091
C18 -4.85 -1.35 2.45  -0.095
H25 -5.37 -2.29 2.71  0.095
H26 -4.16 -1.11 3.28  0.071
H27 -5.62 -0.56 2.39  0.070
C19 -3.14 -2.75 1.27  -0.091
H28 -2.57 -2.93 0.35  0.074
H29 -2.43 -2.60 2.10  0.030
H30 -3.73 -3.65 1.49  0.101
C20 -5.11 -1.89 0.01  -0.087
H31 -5.75 -2.70 0.37  0.097
H32 -5.76 -1.04 -0.25  0.069
H33 -4.62 -2.25 -0.90  0.075
C21 -3.14 2.71 0.10  -0.091
H34 -3.12 2.57 -0.99  0.080
H35 -3.61 3.69 0.29  0.097
H36 -2.11 2.76 0.47  0.073
C22 -4.13 2.03 2.30  -0.099
H37 -3.15 2.14 2.80  0.067
H38 -4.64 3.01 2.34  0.094
H39 -4.73 1.32 2.87  0.064
C23 -5.34 1.50 0.15  -0.092
H40 -5.27 1.18 -0.90  0.085
H41 -6.02 0.83 0.69  0.071
H42 -5.81 2.50 0.16  0.095
Sr1 -0.04 0.05 1.48  1.247
C24 -1.09 -1.49 3.85  0.022
O1 -1.62 -1.96 4.75  0.094
N2 1.95 1.01 0.29  -0.261
C25 1.59 0.61 -0.97  -0.579
C26 1.10 1.44 -2.05  -0.224
C27 0.93 2.83 -1.87  -0.068
C28 0.97 0.87 -3.34  -0.059
C29 0.67 3.63 -2.97  -0.103
H43 1.01 3.23 -0.85  0.095
C30 0.72 1.69 -4.45  -0.097
H44 1.07 -0.21 -3.45  0.100
C31 0.57 3.07 -4.26  -0.123
H45 0.57 4.71 -2.85  0.098
H46 0.68 1.21 -5.43  0.104
H47 0.40 3.69 -5.14  0.092
O2 -0.01 2.18 2.78  -0.175
H48 0.53 2.93 2.45  0.086
H49 -0.24 2.42 3.69  0.078

Values from the calculation:
HOMO-LUMO gap (alpha / beta) in Ha: 0.140 / 0.121
HOMO (alpha / beta) in eV: -6.853 / -6.343
Total energy in eV: -59423.9086
Charge: +1
Lowest unoccupied orbital energy (alpha / beta) in eV: -3.048 / -3.054